No. 1
The following is a DFT calculation (wB97M-V/def2-TZVPD) of a 10-piece molecular cluster, H22NO9 overall at a distorted geometry.

Results
**Net charge**: +1
**Energy above the lowest of the compared OMol25 structures with the same formula, charge and spin**: 215.3 kJ/mol
**Gap between HOMO and LUMO**: 11.35 eV
**HOMO level**: -14.44 eV
**Maximum force**: 3.1 eV/Å
**Energy**: -20269.0496 eV
**Molecular weight**: 180.17 g/mol

Structure (XYZ):
```
32
Properties=species:S:1:pos:R:3:lowdin_charge:R:1
N 0.215 -0.465 -1.064 0.36
H 0.429 0.200 -1.743 0.11
H -0.185 0.020 -0.282 0.08
H 0.959 -1.022 -0.693 0.11
H -0.435 -1.025 -1.558 0.11
O -2.425 -1.582 -0.030 -0.03
H -3.345 -1.381 -0.213 0.08
H -2.340 -2.403 0.442 0.05
O 1.297 3.267 -2.117 -0.05
H 1.299 2.883 -1.239 -0.04
H 0.352 3.455 -2.233 0.03
O -1.965 1.187 -2.183 -0.01
H -1.683 2.084 -2.435 0.06
H -2.807 1.320 -1.850 0.01
O 1.741 0.580 2.251 -0.03
H 1.039 0.412 2.836 0.03
H 1.439 1.275 1.673 -0.03
O -2.035 0.820 1.258 -0.04
H -1.634 0.529 2.075 0.03
H -2.184 0.000 0.796 -0.04
O 0.862 2.280 0.409 -0.04
H 0.106 2.813 0.752 0.12
H 1.617 2.816 0.581 0.07
O 3.162 -0.112 -0.099 -0.07
H 3.928 0.482 -0.160 0.06
H 2.762 0.038 0.791 0.00
O 0.002 -1.962 1.809 -0.04
H 0.850 -1.847 2.214 0.03
H 0.174 -2.476 1.017 -0.01
O -0.218 -3.717 -0.534 -0.02
H -1.093 -3.907 -0.179 0.05
H 0.116 -4.563 -0.292 0.05
```

=====

No. 2
The following is a DFT calculation (wB97M-V/def2-TZVPD) of H22NeO11Xe as an isolated structure at a distorted geometry.

Results
**Net charge**: 0
**Energy above the lowest of the compared OMol25 structures with the same formula, charge and spin**: 31.8 kJ/mol
**Gap between HOMO and LUMO**: 9.65 eV
**HOMO level**: -9.72 eV
**Maximum force**: 1.1 eV/Å
**Energy**: -35351.1886 eV
**Molecular weight**: 349.63 g/mol

Structure (XYZ):
```
35
Properties=species:S:1:pos:R:3:lowdin_charge:R:1
Ne -0.166 0.187 -0.151 0.05
Xe -1.036 2.942 -2.491 0.21
O 1.137 2.922 1.417 -0.05
H 1.343 3.819 1.681 0.07
H 1.762 2.728 0.718 0.00
O 2.042 1.131 3.824 -0.05
H 1.915 1.498 2.949 -0.01
H 1.483 0.354 3.842 0.02
O 2.375 2.059 -0.932 -0.05
H 2.588 2.959 -1.177 0.05
H 1.468 1.941 -1.215 -0.04
O -0.055 -3.752 -2.458 -0.05
H 0.673 -4.309 -2.183 0.02
H -0.427 -3.422 -1.641 -0.02
O -1.713 -0.853 2.298 -0.04
H -0.904 -0.898 2.808 0.04
H -2.095 -0.006 2.529 0.04
O 1.147 -0.629 -2.573 -0.09
H 0.231 -0.901 -2.515 -0.04
H 1.543 -0.945 -1.762 -0.04
O -1.550 -0.929 -2.336 -0.07
H -1.761 -0.620 -3.217 0.05
H -2.187 -0.494 -1.770 -0.01
O -3.265 0.185 -0.288 -0.05
H -2.812 0.833 0.251 0.00
H -4.035 0.646 -0.620 0.05
O -1.025 -3.018 0.393 -0.04
H -0.120 -3.114 0.690 0.03
H -1.414 -2.397 1.009 0.00
O -1.628 2.724 1.371 -0.08
H -1.693 3.038 2.273 0.04
H -0.693 2.568 1.238 -0.03
O 2.683 -1.823 -0.554 -0.03
H 3.623 -1.672 -0.658 0.06
H 2.566 -2.752 -0.750 0.04
```

=====

No. 3
The following is a DFT calculation (wB97M-V/def2-TZVPD) of a 11-piece molecular cluster, H22O11 overall at a distorted geometry.

Results
**Net charge**: 0
**Energy above the lowest of the compared OMol25 structures with the same formula, charge and spin**: 939.2 kJ/mol
**SMILES**: O.O.O.O.O.O.O.O.O.O.O
**Gap between HOMO and LUMO**: 8.79 eV
**HOMO level**: -9.00 eV
**Maximum force**: 8.9 eV/Å
**Energy**: -22871.7795 eV
**Molecular weight**: 198.16 g/mol

Structure (XYZ):
```
33
Properties=species:S:1:pos:R:3:lowdin_charge:R:1
O 0.141 -0.140 1.000 -0.05
H -0.442 -0.603 0.388 0.00
H 0.877 -0.749 1.129 0.01
O 3.262 2.747 0.607 -0.06
H 3.893 2.255 0.070 0.05
H 2.422 2.299 0.450 0.02
O 2.064 -1.120 -2.579 -0.09
H 1.996 -2.078 -2.655 0.04
H 1.657 -0.791 -3.388 0.04
O 1.723 -1.982 -0.811 -0.12
H 2.028 -2.833 -0.476 0.08
H 0.862 -1.861 -0.396 0.04
O 2.848 2.710 -1.866 -0.06
H 2.132 2.156 -2.197 0.04
H 2.505 3.064 -1.037 0.00
O -4.657 0.482 -0.078 -0.14
H -5.341 1.161 -0.065 0.06
H -4.616 0.207 -1.000 0.04
O 3.105 -2.109 2.859 -0.05
H 3.095 -1.245 3.287 0.04
H 3.846 -2.058 2.245 0.03
O -4.383 -1.540 -0.938 -0.09
H -4.135 -2.032 -0.147 0.08
H -3.706 -1.777 -1.582 0.06
O -2.981 -0.273 -0.265 -0.14
H -2.833 -0.023 -1.184 0.08
H -2.300 -0.931 -0.088 0.05
O 2.696 -0.523 0.519 -0.07
H 2.388 0.364 0.738 0.03
H 3.538 -0.600 0.982 0.05
O -3.896 2.058 1.643 -0.06
H -2.959 2.090 1.870 0.04
H -4.284 1.502 2.327 0.04
```

=====

No. 4
The following is a DFT calculation (wB97M-V/def2-TZVPD) of a 11-piece molecular cluster, H22O11 overall at a distorted geometry.

Results
**Net charge**: 0
**Energy above the lowest of the compared OMol25 structures with the same formula, charge and spin**: 290.8 kJ/mol
**SMILES**: O.O.O.O.O.O.O.O.O.O.O
**Gap between HOMO and LUMO**: 10.91 eV
**HOMO level**: -11.03 eV
**Maximum force**: 2.1 eV/Å
**Energy**: -22878.4995 eV
**Molecular weight**: 198.17 g/mol

Structure (XYZ):
```
33
Properties=species:S:1:pos:R:3:lowdin_charge:R:1
O 1.744 3.592 0.454 -0.05
H 1.572 2.803 0.969 -0.01
H 2.548 4.057 0.668 0.04
O -1.994 -0.036 -4.159 -0.04
H -1.117 -0.388 -3.966 0.00
H -2.074 -0.072 -5.114 0.05
O 1.053 1.213 2.398 -0.06
H 1.434 0.316 2.495 0.06
H 0.242 0.798 2.063 -0.01
O 0.446 -0.916 -1.512 -0.07
H -0.306 -0.501 -1.971 0.00
H 0.315 -0.595 -0.620 0.02
O -2.231 2.680 2.400 -0.04
H -2.588 3.561 2.306 0.04
H -1.500 2.511 1.809 0.01
O 1.032 -1.738 -4.698 -0.05
H 0.661 -0.959 -4.265 0.00
H 0.780 -2.344 -3.979 0.05
O 1.515 -3.740 3.725 -0.09
H 0.605 -3.448 3.520 0.03
H 1.766 -4.125 2.856 0.01
O -0.045 1.538 -1.508 -0.05
H 0.716 2.028 -1.186 0.04
H -0.817 1.897 -1.047 0.03
O -2.565 0.793 -0.640 -0.06
H -1.998 1.020 -1.387 -0.01
H -3.476 0.809 -1.046 0.09
O -0.994 -0.711 2.531 -0.04
H -1.648 -0.184 2.071 0.04
H -0.758 -0.551 3.441 0.06
O 2.542 -3.435 1.119 -0.04
H 3.374 -2.986 1.277 0.06
H 1.768 -2.889 0.995 0.03
```

=====

No. 5
The following is a DFT calculation (wB97M-V/def2-TZVPD) of a 11-piece molecular cluster, H22O11 overall at a distorted geometry.

Results
**Net charge**: 0
**Energy above the lowest of the compared OMol25 structures with the same formula, charge and spin**: 465.5 kJ/mol
**SMILES**: O.O.O.O.O.O.O.O.O.O.O
**Gap between HOMO and LUMO**: 9.12 eV
**HOMO level**: -9.71 eV
**Maximum force**: 3.9 eV/Å
**Energy**: -22876.6892 eV
**Molecular weight**: 198.16 g/mol

Structure (XYZ):
```
33
Properties=species:S:1:pos:R:3:lowdin_charge:R:1
O 0.574 -0.275 0.052 -0.04
H -0.287 -0.706 0.010 0.00
H 0.389 0.641 -0.184 0.06
O -0.335 4.158 0.083 -0.05
H 0.121 3.785 -0.680 0.03
H -0.145 5.101 0.032 0.04
O 4.821 0.387 -0.481 -0.10
H 5.419 0.160 -1.202 0.04
H 4.287 1.106 -0.836 0.04
O -4.054 2.882 -0.665 -0.06
H -3.903 3.464 -1.418 0.03
H -3.258 2.341 -0.622 0.02
O 2.934 -3.210 1.192 -0.06
H 2.313 -3.205 0.455 0.02
H 3.774 -2.958 0.793 0.03
O -4.633 -3.779 0.414 -0.04
H -4.979 -3.882 -0.479 0.04
H -3.963 -3.092 0.328 0.00
O -1.442 -0.745 -2.105 -0.04
H -1.373 -0.983 -3.036 0.05
H -2.334 -1.014 -1.859 0.04
O 3.400 -0.743 -1.471 -0.09
H 2.521 -1.126 -1.375 0.03
H 3.811 -1.270 -2.166 0.05
O -2.543 -0.806 1.051 -0.01
H -1.843 -0.692 0.399 -0.01
H -3.025 -1.583 0.746 0.02
O 0.263 -0.281 2.522 -0.07
H 0.591 -1.131 2.210 0.03
H -0.514 -0.114 1.976 -0.01
O 0.776 2.646 2.203 -0.06
H 1.129 2.489 1.321 0.01
H 1.509 2.433 2.791 0.04
```

=====

No. 6
The following is a DFT calculation (wB97M-V/def2-TZVPD) of a 11-piece molecular cluster, H22O11 overall.

Results
**Net charge**: 0
**Energy above the lowest of the compared OMol25 structures with the same formula, charge and spin**: 181.7 kJ/mol
**SMILES**: O.O.O.O.O.O.O.O.O.O.O
**Gap between HOMO and LUMO**: 9.59 eV
**HOMO level**: -10.13 eV
**Maximum force**: 0.5 eV/Å
**Energy**: -22879.6304 eV
**Molecular weight**: 198.17 g/mol

Structure (XYZ):
```
33
Properties=species:S:1:pos:R:3:lowdin_charge:R:1
O 2.823 0.721 -1.575 -0.04
H 2.285 1.407 -1.160 0.05
H 3.674 1.140 -1.738 0.07
O 0.183 1.483 2.122 -0.06
H 1.017 1.195 2.512 0.08
H -0.451 1.550 2.864 0.04
O -0.266 0.237 -0.437 -0.05
H -0.299 0.788 0.364 0.01
H 0.549 -0.265 -0.343 0.02
O -2.128 0.950 3.642 -0.04
H -1.916 0.099 4.041 0.05
H -2.369 0.751 2.727 0.05
O 0.512 4.081 1.002 -0.07
H 0.418 3.191 1.381 -0.02
H 1.419 4.345 1.180 0.03
O 2.908 -1.701 0.001 -0.06
H 2.360 -1.817 0.784 0.00
H 2.566 -0.907 -0.436 -0.02
O 0.265 -2.450 1.260 -0.05
H 0.562 -3.358 1.396 0.07
H -0.572 -2.388 1.733 0.06
O -2.329 -0.419 -2.655 -0.05
H -2.098 -0.229 -1.741 -0.02
H -3.093 -0.999 -2.592 0.03
O -1.085 -3.366 -1.328 -0.05
H -1.338 -4.215 -0.954 0.03
H -0.767 -2.845 -0.579 -0.01
O 1.152 -1.082 -3.553 -0.05
H 1.992 -0.942 -4.000 0.03
H 1.214 -0.538 -2.762 -0.01
O -2.725 1.666 -0.299 -0.04
H -2.631 2.606 -0.481 0.05
H -1.833 1.309 -0.377 -0.02
```